No. 1
The following is a quantum chemistry calculation of C11H26IN4Pd as an isolated structure at a distorted geometry, from OMol25.

Results
LUMO energy (spin up / spin down) ... -13.2 / -13.2 eV
Total energy ... -1078.21055 hartree
Maximum force ... 1.75 eV Å⁻¹
Net charge ... +3
ΔE to the lowest compared entry with this formula, charge and spin ... 19.7 kcal/mol
HOMO (spin up / spin down) ... -19.9156 / -19.9156 eV

Element x y z (Å)
Pd 0.4338 0.1921 -0.5646
C -0.3828 -2.5869 -1.9077
C -1.6109 -1.6932 -1.9562
N -1.3303 -0.2517 -1.5836
C -2.4980 0.3784 -0.8766
C -2.1249 1.7358 -0.3350
N -1.0196 1.5400 0.6261
C -0.4216 2.7669 1.1889
C 0.5559 2.3760 2.2878
C 1.8638 1.7684 1.7975
N 1.7750 0.4500 1.0655
C 1.6483 -0.7022 2.0120
C 1.4954 -1.9611 1.2058
N 0.2832 -1.8076 0.3630
C -0.0238 -2.9982 -0.4933
H 0.4704 -2.0654 -2.3503
H -0.5407 -3.4721 -2.5243
H -2.3808 -2.0440 -1.2693
H -2.0479 -1.6833 -2.9545
H -1.2303 0.2423 -2.4622
H -2.8004 -0.3023 -0.0793
H -3.3289 0.4412 -1.5824
H -2.9836 2.2317 0.1230
H -1.7705 2.3889 -1.1373
H -1.3563 0.9872 1.4125
H -1.1985 3.4399 1.5586
H 0.0956 3.2964 0.3848
H 0.0706 1.7233 3.0200
H 0.8329 3.2716 2.8465
H 2.5200 1.5776 2.6491
H 2.3872 2.4730 1.1507
H 2.6716 0.3259 0.5959
H 0.7967 -0.5158 2.6682
H 2.5418 -0.7457 2.6380
H 1.4182 -2.8423 1.8475
H 2.3492 -2.1140 0.5436
H -0.5049 -1.6281 0.9826
H -0.8455 -3.5421 -0.0243
H 0.8458 -3.6535 -0.4985
I 2.1171 2.0526 -1.7485
C 1.1507 0.5052 -2.5539
H 1.7324 -0.3600 -2.8534
H 0.3447 0.8052 -3.2126

Need the Löwdin charges? In units of e they are: 0.893 -0.145 -0.125 -0.131 -0.135 -0.159 -0.111 -0.185 -0.141 -0.177 -0.162 -0.144 -0.150 -0.079 -0.138 0.092 0.150 0.135 0.153 0.100 0.135 0.160 0.155 0.138 0.132 0.149 0.099 0.128 0.148 0.147 0.088 0.099 0.137 0.158 0.161 0.145 0.135 0.150 0.142 1.415 -0.608 0.027 0.019

=====

No. 2
The following is a quantum chemistry calculation of C11H26N2OP2SSn as an isolated structure at a distorted geometry, from OMol25.

Results
LUMO energy (spin up / spin down) ... -2.9 / -3.7 eV
Total energy ... -1914.29810 hartree
Maximum force ... 3.86 eV Å⁻¹
2S+1 ... 2
Net charge ... +1
HOMO (spin up / spin down) ... -9.1822 / -10.1649 eV
Expectation value of S² ... 0.754

Element x y z (Å)
Sn 0.0197 0.1120 0.3972
P 0.8611 -2.3604 1.0479
P -0.8418 2.1979 1.8592
N 0.1557 -0.9408 -1.4994
N -0.8709 1.4207 -1.1248
H -0.4482 -0.7989 -3.5438
H -0.3926 1.8646 -3.1407
H 1.0073 0.1153 -3.0675
C 0.0049 -0.1940 -2.7415
H -1.8519 0.8770 -2.9292
C -0.8292 1.0556 -2.5292
H -0.5264 -2.7562 -2.5040
H -1.8625 3.1853 -1.6289
C -0.4008 -2.2601 -1.5173
C -1.4345 2.5906 -0.8016
H 0.9896 -3.6530 -0.9256
C 0.1418 -3.2035 -0.4068
H -0.5849 -3.9692 -0.1038
H -1.9051 2.0065 2.8092
H 0.1098 3.0947 2.4804
H 0.2420 -3.0420 2.1357
H 2.2339 -2.7602 1.0457
O -1.8584 -0.9962 0.7884
C -2.9159 -1.3596 0.1907
C -3.2626 -2.7972 0.1136
C -3.7616 -0.3978 -0.5085
H -1.4167 -2.0491 -1.3923
H -2.4536 -3.5589 -0.0051
H -3.6972 -2.9298 1.1229
H -4.0481 -3.0017 -0.6396
H -3.2662 0.5578 -0.7872
H -4.3520 -0.8166 -1.3571
H -4.4283 -0.2397 0.3713
C -1.5388 3.0909 0.4861
H -2.0632 4.0445 0.6271
C 3.4609 2.2130 -0.2070
S 2.3854 0.9518 -0.9011
C 3.4912 -0.4865 -0.6492
H 2.8292 3.0398 0.1277
H 4.1034 2.5527 -1.0272
H 4.0616 1.8129 0.6149
H 4.4098 -0.2559 -1.2166
H 3.7214 -0.6117 0.4240
H 3.0000 -1.3786 -1.0680

Need the Löwdin charges? In units of e they are: 0.855 0.825 0.751 -0.299 -0.239 0.122 0.123 0.074 -0.271 0.117 -0.242 0.135 0.132 -0.356 -0.306 0.078 -0.397 0.065 -0.047 -0.042 -0.039 -0.042 -0.181 -0.447 0.003 0.020 0.042 0.088 0.121 0.108 0.091 0.117 0.136 -0.431 0.053 -0.365 0.745 -0.363 0.042 0.049 0.050 0.054 0.044 0.027

=====

Please write out number 1 again, unchanged.
The following is a quantum chemistry calculation of C11H26IN4Pd as an isolated structure at a distorted geometry, from OMol25.

Results
LUMO energy (spin up / spin down) ... -13.2 / -13.2 eV
Total energy ... -1078.21055 hartree
Maximum force ... 1.75 eV Å⁻¹
Net charge ... +3
ΔE to the lowest compared entry with this formula, charge and spin ... 19.7 kcal/mol
HOMO (spin up / spin down) ... -19.9156 / -19.9156 eV

Element x y z (Å)
Pd 0.4338 0.1921 -0.5646
C -0.3828 -2.5869 -1.9077
C -1.6109 -1.6932 -1.9562
N -1.3303 -0.2517 -1.5836
C -2.4980 0.3784 -0.8766
C -2.1249 1.7358 -0.3350
N -1.0196 1.5400 0.6261
C -0.4216 2.7669 1.1889
C 0.5559 2.3760 2.2878
C 1.8638 1.7684 1.7975
N 1.7750 0.4500 1.0655
C 1.6483 -0.7022 2.0120
C 1.4954 -1.9611 1.2058
N 0.2832 -1.8076 0.3630
C -0.0238 -2.9982 -0.4933
H 0.4704 -2.0654 -2.3503
H -0.5407 -3.4721 -2.5243
H -2.3808 -2.0440 -1.2693
H -2.0479 -1.6833 -2.9545
H -1.2303 0.2423 -2.4622
H -2.8004 -0.3023 -0.0793
H -3.3289 0.4412 -1.5824
H -2.9836 2.2317 0.1230
H -1.7705 2.3889 -1.1373
H -1.3563 0.9872 1.4125
H -1.1985 3.4399 1.5586
H 0.0956 3.2964 0.3848
H 0.0706 1.7233 3.0200
H 0.8329 3.2716 2.8465
H 2.5200 1.5776 2.6491
H 2.3872 2.4730 1.1507
H 2.6716 0.3259 0.5959
H 0.7967 -0.5158 2.6682
H 2.5418 -0.7457 2.6380
H 1.4182 -2.8423 1.8475
H 2.3492 -2.1140 0.5436
H -0.5049 -1.6281 0.9826
H -0.8455 -3.5421 -0.0243
H 0.8458 -3.6535 -0.4985
I 2.1171 2.0526 -1.7485
C 1.1507 0.5052 -2.5539
H 1.7324 -0.3600 -2.8534
H 0.3447 0.8052 -3.2126

Need the Löwdin charges? In units of e they are: 0.893 -0.145 -0.125 -0.131 -0.135 -0.159 -0.111 -0.185 -0.141 -0.177 -0.162 -0.144 -0.150 -0.079 -0.138 0.092 0.150 0.135 0.153 0.100 0.135 0.160 0.155 0.138 0.132 0.149 0.099 0.128 0.148 0.147 0.088 0.099 0.137 0.158 0.161 0.145 0.135 0.150 0.142 1.415 -0.608 0.027 0.019

=====

Question: What is the maximum force in the second record?
Answer: 3.86 eV Å⁻¹

=====

Question: Look up the total energy of the second one.
Answer: -1914.29810 hartree

=====

Question: Look up the net charge of the first one.
Answer: +3